Molecular formula: C2ClO4
Method: DFT, wB97M-V/def2-TZVPD

Its net charge is -1. The energy above the lowest of the compared OMol25 structures with the same formula, charge and spin is 592.6 kJ/mol.

Cartesian coordinates (Å):
C: 1.64007 0.64162 -0.41523
C: -0.68411 -0.37823 0.34029
O: 2.18824 -0.23594 0.10017
O: 1.37324 1.59446 -1.01253
O: -1.21157 -1.59152 0.49757
O: -1.48513 -0.53480 1.42787
Cl: -1.82076 0.50441 -0.93814

Charges in e, computed with natural (NBO), in the same order as the atoms:
1. C 1.041
2. C 0.134
3. O -0.559
4. O -0.553
5. O -0.328
6. O -0.333
7. Cl -0.401



Molecular formula: C2F10InN3O12S6
Method: DFT, wB97M-V/def2-TZVPD

Its net charge is 0.

Cartesian coordinates (Å):
In: -3.26575 -17.19448 21.83255
C: 0.11067 -14.98320 24.21322
F: -1.22229 -14.71745 24.36014
F: 0.66483 -14.20334 23.20692
F: 0.81737 -15.00878 25.34172
S: 0.15462 -16.90479 23.58139
O: 1.48855 -17.44277 23.82417
O: -0.93655 -17.58619 24.26760
N: -0.47499 -16.70702 21.89147
S: 0.91748 -16.83719 21.10419
O: 2.13373 -16.12158 21.61748
O: 1.16664 -18.22472 20.68461
C: 0.43261 -15.73211 19.55137
F: 0.23243 -14.44810 19.95433
F: 1.48092 -15.66632 18.69825
F: -0.63292 -16.22561 18.91684
N: -5.59808 -18.47454 22.47912
S: -6.16424 -19.31744 23.57934
O: -6.01898 -20.71200 23.30745
O: -7.19987 -18.82866 24.42772
F: -4.83147 -19.00085 24.42248
S: -7.09462 -18.52575 21.61056
O: -8.00024 -17.44982 21.91153
O: -7.66934 -19.74667 21.12410
F: -6.34130 -17.95247 20.30646
N: -3.48187 -17.23070 19.00105
S: -3.65384 -18.34267 18.02861
O: -2.35401 -18.82972 17.70972
O: -4.86281 -18.41719 17.25165
F: -4.16154 -19.33364 19.20542
S: -3.65775 -15.96993 17.81957
O: -5.06750 -15.61692 17.55026
O: -2.61774 -15.85550 16.82827
F: -3.17476 -14.77794 18.76213

Charges in e, computed with natural (NBO), in the same order as the atoms:
1. In 1.371
2. C 0.857
3. F -0.296
4. F -0.292
5. F -0.262
6. S 2.016
7. O -0.802
8. O -0.896
9. N -1.012
10. S 2.054
11. O -0.756
12. O -0.794
13. C 0.790
14. F -0.307
15. F -0.296
16. F -0.295
17. N -1.095
18. S 2.419
19. O -0.802
20. O -0.823
21. F -0.529
22. S 2.336
23. O -0.831
24. O -0.779
25. F -0.508
26. N -1.054
27. S 2.423
28. O -0.796
29. O -0.761
30. F -0.525
31. S 2.332
32. O -0.777
33. O -0.817
34. F -0.492



no.,LUMO level (Eh),M (g mol⁻¹)
1,0.1389,123.471
2,-0.3120,755.231